No. 1
Formula: C29H42IIrN3O2SSb
Source: the Open Molecules 2025 dataset
Level of theory: ωB97M-V with the def2-TZVPD basis set

Last column: Mulliken charge in e.
Element x y z (Å)
Ir: 1.740 -0.711 1.157  2.19
C: -4.170 1.856 6.452  -1.46
C: -3.419 1.367 5.246  0.91
C: -2.101 1.763 5.008  -0.89
C: -1.412 1.314 3.898  -0.62
C: -2.053 0.460 3.009  -0.44
C: -3.363 0.045 3.219  -0.34
C: -4.036 0.508 4.335  -0.82
S: -1.202 -0.128 1.607  1.99
O: -0.465 0.996 1.030  -0.16
O: -2.111 -0.834 0.749  -0.73
N: -0.009 -1.148 2.179  -0.45
C: -0.072 -2.448 1.616  0.06
C: -0.904 -3.504 1.909  -0.67
C: -0.694 -4.680 1.206  -0.45
C: 0.334 -4.769 0.270  -0.92
C: 1.142 -3.674 0.054  -0.58
N: 0.915 -2.533 0.713  -0.18
H: -3.553 2.500 7.074  0.36
H: -4.510 1.016 7.059  0.36
H: -5.055 2.417 6.151  0.35
H: -1.614 2.432 5.707  0.34
H: -0.390 1.626 3.722  0.31
H: -3.846 -0.615 2.509  0.54
H: -5.060 0.198 4.504  0.43
H: -1.680 -3.404 2.656  0.56
H: -1.327 -5.538 1.391  0.46
H: 0.512 -5.685 -0.275  0.50
H: 1.973 -3.688 -0.641  0.94
C: -0.847 1.943 -4.200  -1.52
C: -1.160 1.599 -2.744  1.44
C: -0.953 2.813 -1.845  -1.45
C: -2.579 1.062 -2.589  -1.70
Sb: 0.196 -0.004 -2.132  -0.17
C: 2.274 0.534 -2.561  1.51
C: 2.514 1.940 -2.029  -1.88
C: 3.103 -0.469 -1.788  -0.73
C: 2.580 0.457 -4.056  -1.47
C: -0.348 -1.921 -3.051  1.65
C: 0.814 -2.889 -2.853  -1.26
C: -1.582 -2.433 -2.318  -1.27
C: -0.629 -1.695 -4.535  -1.71
H: -1.532 2.740 -4.516  0.51
H: -0.996 1.101 -4.874  0.28
H: 0.167 2.323 -4.329  0.31
H: -1.682 3.575 -2.143  0.51
H: 0.041 3.252 -1.960  0.28
H: -1.123 2.577 -0.799  0.19
H: -3.277 1.860 -2.864  0.53
H: -2.796 0.774 -1.558  0.27
H: -2.783 0.212 -3.243  0.36
H: 2.266 2.024 -0.971  0.32
H: 1.944 2.689 -2.580  0.32
H: 3.576 2.187 -2.145  0.57
H: 2.673 -0.598 -0.771  -0.60
H: 4.148 -0.154 -1.714  0.57
H: 3.066 -1.456 -2.237  0.27
H: 2.002 1.182 -4.631  0.29
H: 2.400 -0.535 -4.472  0.33
H: 3.642 0.688 -4.212  0.49
H: 1.073 -3.006 -1.795  -0.34
H: 1.704 -2.600 -3.410  0.40
H: 0.503 -3.872 -3.224  0.62
H: -1.382 -2.614 -1.262  0.05
H: -1.885 -3.381 -2.778  0.51
H: -2.427 -1.747 -2.387  0.31
H: 0.217 -1.253 -5.064  0.36
H: -1.511 -1.077 -4.704  0.34
H: -0.825 -2.672 -4.996  0.52
I: 4.041 -1.368 2.662  0.14
C: 3.567 0.662 2.858  0.41
C: 4.251 1.557 3.645  -0.49
C: 3.796 2.870 3.654  -0.29
C: 2.696 3.217 2.885  -1.03
C: 2.068 2.248 2.127  -0.20
N: 2.502 0.978 2.112  -0.24
H: 5.104 1.242 4.231  0.46
H: 4.302 3.612 4.259  0.44
H: 2.320 4.230 2.871  0.47
H: 1.195 2.453 1.524  0.76

Calculated values
Energy relative to the best compared isomer or geometry (same formula, charge and spin)   48.3 kcal per mole
Total charge   +2
Multiplicity   1

No. 2
Formula: C33H43B2FeN6O2S3
Source: the Open Molecules 2025 dataset
Level of theory: ωB97M-V with the def2-TZVPD basis set

Last column: Mulliken charge in e.
Element x y z (Å)
Fe: 0.227 -0.181 -0.386  -1.19
C: 0.706 -2.317 4.300  -1.85
C: 0.379 -0.889 3.990  0.60
C: -0.073 -0.012 4.928  -0.46
C: -0.359 1.329 4.596  -0.29
N: -0.210 1.759 3.365  -0.48
N: 0.210 0.887 2.449  0.71
B: 0.474 1.426 0.999  0.47
N: -0.367 2.657 0.558  0.70
N: -0.015 3.841 1.089  -0.16
C: -0.618 4.913 0.633  -0.35
C: -1.578 4.818 -0.402  -0.36
C: -1.945 3.617 -0.914  0.19
C: -2.934 3.475 -2.032  -1.89
C: -1.301 2.477 -0.368  0.89
S: -1.682 0.866 -0.869  -0.37
C: -0.200 6.234 1.272  2.43
C: -0.611 6.198 2.748  -1.50
C: 1.322 6.374 1.151  -1.52
C: -0.872 7.427 0.597  -2.40
N: 2.007 1.730 0.893  0.29
N: 2.519 2.197 2.042  0.07
C: 3.803 2.427 2.102  -0.34
C: 4.623 2.194 0.971  -0.39
C: 4.101 1.725 -0.193  0.28
C: 4.940 1.423 -1.397  -1.92
C: 2.700 1.470 -0.220  0.81
S: 1.895 0.829 -1.615  -0.48
C: 4.305 2.916 3.459  2.30
C: 3.956 1.853 4.511  -1.42
C: 5.812 3.145 3.442  -2.32
C: 3.589 4.227 3.807  -1.21
C: 0.505 -0.387 2.670  0.80
S: 1.010 -1.395 1.342  -0.61
C: -0.827 2.379 5.600  2.43
C: 0.296 3.412 5.748  -0.97
C: -1.112 1.763 6.967  -2.32
C: -2.099 3.046 5.062  -1.48
H: 0.543 -2.528 5.355  0.39
H: 1.745 -2.541 4.051  0.39
H: 0.087 -2.988 3.701  0.40
H: -0.200 -0.349 5.949  0.53
H: -2.015 5.721 -0.808  0.58
H: -3.386 4.436 -2.266  0.39
H: -3.723 2.765 -1.779  0.40
H: -2.437 3.088 -2.923  0.36
H: -0.151 5.351 3.253  0.09
H: -1.695 6.112 2.856  0.42
H: -0.292 7.117 3.244  0.48
H: 1.826 5.535 1.629  0.07
H: 1.647 7.298 1.633  0.47
H: 1.632 6.411 0.103  0.41
H: -1.962 7.386 0.673  0.47
H: -0.598 7.513 -0.458  0.47
H: -0.546 8.342 1.093  0.41
H: 5.690 2.364 1.040  0.57
H: 5.974 1.722 -1.233  0.38
H: 4.558 1.935 -2.282  0.40
H: 4.906 0.354 -1.619  0.38
H: 4.449 0.902 4.293  0.37
H: 2.878 1.683 4.545  0.09
H: 4.286 2.186 5.497  0.44
H: 6.364 2.225 3.236  0.46
H: 6.132 3.504 4.421  0.40
H: 6.102 3.900 2.707  0.45
H: 2.509 4.077 3.845  -0.09
H: 3.805 5.004 3.069  0.36
H: 3.926 4.584 4.783  0.50
H: 1.187 2.957 6.191  0.31
H: -0.027 4.227 6.399  0.53
H: 0.575 3.822 4.780  -0.43
H: -0.223 1.303 7.406  0.45
H: -1.908 1.015 6.923  0.45
H: -1.441 2.550 7.647  0.42
H: -1.931 3.464 4.067  0.12
H: -2.403 3.855 5.729  0.44
H: -2.922 2.331 5.001  0.39
O: 0.084 -2.525 -2.247  -0.24
B: -0.644 -1.815 -1.286  0.49
O: -1.896 -2.392 -1.087  -0.22
C: -1.937 -3.479 -1.945  0.57
C: -2.961 -4.376 -2.130  -1.00
C: -2.737 -5.385 -3.068  -0.48
C: -1.538 -5.467 -3.771  -0.51
C: -0.511 -4.544 -3.566  -0.93
C: -0.754 -3.561 -2.638  0.80
H: -3.888 -4.299 -1.578  0.49
H: -3.511 -6.117 -3.254  0.39
H: -1.399 -6.263 -4.491  0.39
H: 0.426 -4.595 -4.104  0.47

Calculated values
⟨S²⟩   6.051
Energy relative to the best compared isomer or geometry (same formula, charge and spin)   6.0 kcal per mole
Total charge   +1
Multiplicity   5

No. 3
Formula: C2H8N2O2S
Source: the Open Molecules 2025 dataset
Level of theory: ωB97M-V with the def2-TZVPD basis set

Last column: Mulliken charge in e.
Element x y z (Å)
C: 2.738 -0.602 0.351  -0.23
C: -1.276 0.801 -0.334  -0.18
N: 1.912 -1.458 0.008  -0.40
N: -2.169 1.346 0.593  -0.55
O: -0.987 -1.750 0.340  -0.47
O: -3.214 -0.832 -0.287  -0.61
S: -1.870 -0.905 -0.845  0.58
H: 2.279 0.315 0.945  0.19
H: 3.907 -0.503 0.140  0.24
H: -0.198 0.738 -0.097  0.08
H: -1.263 1.361 -1.302  0.23
H: 2.286 -2.184 -0.548  0.18
H: -0.152 -1.289 0.249  0.42
H: -1.684 1.431 1.453  0.21
H: -3.128 0.870 0.639  0.31

Calculated values
Energy relative to the best compared isomer or geometry (same formula, charge and spin)   32.8 kcal per mole
Multiplicity   1

No. 4
Formula: CH3I2NS2
Source: the Open Molecules 2025 dataset
Level of theory: ωB97M-V with the def2-TZVPD basis set

Last column: Mulliken charge in e.
Element x y z (Å)
C: -0.220 0.109 -0.208  -0.66
N: -1.371 0.923 -0.485  -0.08
S: -1.946 2.243 0.314  -0.05
S: -2.342 0.243 -1.669  -0.09
I: -0.562 3.912 -0.705  0.01
I: -1.469 0.898 -3.736  0.03
H: -0.284 -0.872 0.360  0.26
H: 0.247 0.002 -1.103  0.34
H: 0.628 0.651 0.438  0.25

Calculated values
Energy relative to the best compared isomer or geometry (same formula, charge and spin)   8.3 kcal per mole
Multiplicity   1